ORCA calculation (the ωB97M-V functional and the def2-TZVPD basis) on a molecular structure, C5H8N2O2 in a non-equilibrium geometry.

Values from the calculation:
molecular weight	128.1	g/mol
spin multiplicity	1
gap between HOMO and LUMO	8.01	eV
HOMO	-7.6	eV
ΔE to the lowest compared entry with this formula, charge and spin	7.850	eV
electronic energy	-455.0700	Eh
net charge	0
lowest unoccupied orbital energy	0.0142	Ha

XYZ file:
```
17
C5H8N2O2, DFT the ωB97M-V functional and the def2-TZVPD basis
C -1.25183 2.32644 -1.11842
C -0.54690 0.47843 0.16654
C 0.07967 -0.37841 -0.74125
C 1.63641 -2.44601 -0.17318
C -0.42268 -0.06137 1.51078
H -2.25360 2.14348 -1.82427
H -0.04195 1.73689 -1.57903
H -0.88657 3.72952 -0.63338
H 0.57921 -0.54269 -1.70959
H 1.53455 -2.71854 -1.26068
H 1.18303 -3.27936 0.52378
H 2.61762 -2.11401 0.19814
H -0.96213 1.61216 2.52417
N 0.60072 -1.37289 0.05945
N 0.27873 -1.14289 1.36684
O -1.33461 1.52244 0.14554
O -0.80969 0.50680 2.54454
```

Löwdin atomic charge list, values in e, 6 entries:
1 C -0.06
2 C -0.33
3 C -0.03
4 C -0.02
5 C -0.46
6 H 0.11



ORCA calculation (the ωB97M-V functional and the def2-TZVPD basis) on 16 unconnected molecules or ions with the total composition FH35N2O20P2S in a non-equilibrium geometry.

Values from the calculation:
molecular weight	496.3	g/mol
spin multiplicity	1
gap between HOMO and LUMO	7.73	eV
HOMO	-9.1	eV
electronic energy	-2815.9519	Eh
net charge	0
lowest unoccupied orbital energy	-0.0520	Ha

XYZ file:
```
61
FH35N2O20P2S, DFT the ωB97M-V functional and the def2-TZVPD basis
N 1.11102 -1.02807 -1.21272
P 0.45867 0.26887 -0.42868
O 1.18039 1.67752 -1.16108
O 0.83194 0.04842 1.26055
N -1.28000 0.25666 -0.82245
P -1.98108 -1.38012 -0.85625
O -3.48403 -1.37273 -1.43892
S -2.20817 1.38257 0.13542
O -1.41638 2.10308 1.25263
O -3.50894 0.76402 0.76080
F -2.78760 2.64306 -0.92981
H 1.81946 -0.70445 -1.91234
H 0.40131 2.13659 -1.63867
H 0.06714 -0.35537 1.77420
H -1.20893 -2.13173 -1.85545
H -1.85808 -2.12338 0.37191
O -1.38491 2.75857 -3.33199
H -1.22184 3.02994 -4.24780
H -2.22008 3.19370 -3.10408
O -3.18491 -4.17300 -2.21094
H -3.02184 -3.90163 -3.12674
H -4.02008 -3.73788 -1.98302
O 1.35211 4.51943 -0.38132
H 1.63045 3.61809 -0.15984
H 0.55721 4.65746 0.15522
O -3.09863 3.71067 -5.10472
H -3.43489 4.21938 -5.85777
H -3.42672 2.81292 -5.26345
O 0.30112 -1.96864 3.71325
H 0.99261 -2.48676 4.15179
H 0.44603 -1.06592 4.03402
O 3.57720 0.23433 -2.41039
H 4.52069 0.01727 -2.36997
H 3.54188 1.02064 -2.97542
O -2.46859 -4.20597 -5.03631
H -2.70233 -5.12552 -4.83955
H -2.08931 -4.24627 -5.92699
O -0.89888 -4.62169 2.98469
H -0.20739 -5.13981 3.42323
H -0.75397 -3.71897 3.30546
O -1.29863 -7.12381 4.77922
H -1.63489 -6.61510 4.02617
H -1.62672 -8.02156 4.62049
O -1.21092 5.45898 -2.48449
H -1.09758 4.98172 -3.32014
H -0.45174 5.18024 -1.95088
O 1.74083 4.30531 2.73484
H 2.42656 4.39449 2.05605
H 1.17237 3.59504 2.40143
O 2.88238 -2.67883 4.52870
H 3.50525 -2.00685 4.21339
H 3.45214 -3.38886 4.86042
O -0.58944 5.28129 4.29240
H -0.49823 6.02267 3.67517
H 0.12743 4.67919 4.04263
O 5.10112 -4.40594 6.07939
H 5.79261 -4.92406 6.51793
H 5.24603 -3.50322 6.40016
O 2.90396 2.15918 -4.50718
H 3.06703 2.43055 -5.42298
H 2.06878 2.59430 -4.27926
```

Löwdin atomic charge list, values in e, 6 entries:
1 N -0.19
2 P 0.65
3 O -0.22
4 O -0.21
5 N -0.45
6 P 0.75